{"formula": "C4H14N2O2", "method": "ωB97M-V/def2-TZVPD", "elements": ["O", "O", "N", "N", "C", "C", "C", "C", "H", "H", "H", "H", "H", "H", "H", "H", "H", "H", "H", "H", "H", "H"], "xyz": [[-1.62489, -1.24311, 1.83702], [1.23024, 0.45822, 2.42501], [2.24954, 0.63275, -0.30232], [-0.48138, -0.48376, -1.39285], [0.23039, 0.66234, -1.86076], [-1.86508, -1.54848, 0.51375], [1.24152, 1.30550, -1.02861], [-1.26129, -0.20996, -0.14909], [-1.73146, -1.90801, 2.38322], [1.89338, 0.13455, 0.49470], [0.98258, 1.06407, 3.04964], [-2.19865, 0.39886, -0.44112], [0.87094, 2.05764, -0.29973], [-0.53946, 1.25737, -2.46597], [-0.81915, 0.47189, 0.62267], [0.96364, -0.38081, 2.57534], [2.73656, -0.01243, -0.83952], [-1.41420, -2.42613, 0.23448], [1.56020, 2.12539, -1.82522], [-2.98131, -1.65540, 0.32950], [0.74716, 0.28562, -2.85927], [0.21073, -0.98609, -1.00088]], "atomic_forces_ev_per_a": [[1.1, 4.9, -1.7], [2.7, 1.9, -3.6], [0.0, 0.1, 0.2], [-2.9, 1.4, 1.2], [-1.4, -1.4, -5.2], [-1.3, 3.9, -0.6], [-0.1, 5.5, -0.5], [-3.2, 0.5, -1.4], [-1.1, -5.3, 4.1], [-0.2, 0.3, 0.4], [-1.2, 1.8, 2.5], [1.3, -0.8, 0.1], [-0.7, -0.7, -0.1], [1.0, 0.4, 1.6], [0.3, -1.1, -0.5], [-1.8, -3.8, 1.3], [1.2, -1.3, -1.3], [1.4, -2.1, -1.0], [0.7, -1.6, 1.5], [1.2, 0.2, -0.1], [-0.3, 0.3, 1.9], [3.1, -3.1, 1.1]], "lowdin_charge": [-0.04, 0.04, 0.03, -0.07, -0.31, -0.21, -0.35, -0.17, 0.00, 0.03, 0.01, 0.13, 0.11, 0.14, 0.10, -0.02, 0.05, 0.08, 0.14, 0.13, 0.14, 0.03], "homo_lumo_gap_ev": 9.43, "e_homo_ev": -8.82, "relative_energy_kcal_mol": 82.47, "lumo_ev": 0.61}